[1]
{
  "formula": "C38H54F3InN8O2PS",
  "method": "ωB97M-V/def2-TZVPD",
  "fmax_ev_per_a": 1.3,
  "total_charge": -1,
  "orbital_gap_ha": 0.2372,
  "symbols": ["C", "C", "P", "C", "In", "C", "C", "S", "O", "O", "C", "F", "F", "F", "H", "H", "H", "H", "H", "H", "H", "H", "H", "H", "H", "H", "H", "H", "N", "C", "C", "C", "C", "H", "H", "H", "H", "H", "N", "C", "C", "C", "C", "H", "H", "H", "H", "H", "N", "C", "C", "C", "C", "H", "H", "H", "H", "H", "N", "C", "C", "C", "C", "H", "H", "H", "H", "H", "N", "C", "C", "C", "C", "H", "H", "H", "H", "H", "N", "C", "C", "C", "C", "H", "H", "H", "H", "H", "N", "C", "C", "C", "C", "H", "H", "H", "H", "H", "N", "C", "C", "C", "C", "H", "H", "H", "H", "H"],
  "coordinates": [[0.39283, 1.02200, 0.87112], [0.66045, 0.82030, -0.62604], [1.70749, 2.23939, -1.23821], [1.15343, 2.35876, -3.00296], [4.03310, 1.25138, -1.47921], [3.98235, -0.92303, -1.13284], [4.72331, -1.36157, 0.14315], [5.26266, 2.42242, 0.45197], [4.45103, 2.41194, 1.67532], [5.72179, 3.72931, -0.00171], [6.87261, 1.60222, 1.02108], [7.74812, 2.50237, 1.47303], [7.43323, 0.93193, -0.02064], [6.65432, 0.68900, 1.99467], [0.08296, 2.05238, 1.09224], [-0.37103, 0.32475, 1.24913], [1.32296, 0.81777, 1.41905], [-0.26894, 0.77145, -1.21428], [1.14416, -0.15625, -0.75554], [1.45882, 1.52036, -3.64591], [1.59707, 3.27528, -3.41037], [0.06174, 2.45588, -3.03907], [4.71725, 1.74798, -3.00903], [2.93226, -1.23633, -1.07227], [4.42261, -1.42197, -2.00345], [5.80145, -1.19059, 0.03637], [4.57803, -2.42733, 0.37503], [4.40862, -0.78916, 1.03016], [1.84139, -3.82577, -4.63029], [2.77660, -4.30283, -5.51096], [3.75244, -3.35226, -5.63531], [3.38668, -2.26466, -4.79846], [2.20485, -2.58600, -4.19878], [1.01763, -4.31511, -4.33597], [2.67382, -5.27520, -5.96101], [4.63584, -3.43132, -6.24665], [3.93327, -1.34925, -4.64256], [1.60487, -2.04123, -3.49007], [0.23105, 1.23602, 4.30519], [-0.55626, 0.08976, 4.27232], [-1.54466, 0.24418, 5.23416], [-1.33441, 1.50473, 5.83951], [-0.25796, 2.07878, 5.25414], [1.01546, 1.42362, 3.70477], [-0.35837, -0.69977, 3.56891], [-2.33239, -0.45813, 5.45180], [-1.93113, 1.94970, 6.61807], [0.20197, 3.03725, 5.42076], [-1.87613, 4.74237, -2.20735], [-1.89012, 6.00933, -2.72476], [-1.41588, 6.85673, -1.75901], [-1.10184, 6.06746, -0.61789], [-1.39767, 4.76755, -0.92692], [-2.16045, 3.91563, -2.69691], [-2.22399, 6.19725, -3.73055], [-1.29439, 7.92209, -1.86217], [-0.69075, 6.41192, 0.31565], [-1.28944, 3.86169, -0.35631], [-0.84529, -3.42377, 2.51080], [-1.53433, -3.08113, 1.37976], [-1.58833, -4.18475, 0.57038], [-0.90221, -5.23408, 1.24341], [-0.45456, -4.73174, 2.43683], [-0.65763, -2.80906, 3.28040], [-1.91989, -2.08480, 1.24413], [-2.05581, -4.23142, -0.39967], [-0.74697, -6.23847, 0.88649], [0.10766, -5.19019, 3.23166], [-6.60541, -0.97346, 4.24817], [-5.63226, -1.19464, 3.31211], [-4.69747, -0.17958, 3.44807], [-5.14173, 0.65999, 4.50616], [-6.31425, 0.14050, 4.97020], [-7.41203, -1.55206, 4.38480], [-5.68098, -2.05256, 2.66319], [-3.79706, -0.06352, 2.86817], [-4.64302, 1.53796, 4.88065], [-6.96273, 0.46812, 5.76415], [-6.28610, -2.40497, -0.13718], [-6.90582, -2.14383, -1.32509], [-6.76657, -3.24478, -2.12340], [-6.01664, -4.20996, -1.39594], [-5.73541, -3.66072, -0.16605], [-6.21432, -1.75314, 0.62341], [-7.38838, -1.19856, -1.50290], [-7.14926, -3.34394, -3.12576], [-5.71550, -5.18561, -1.73979], [-5.17911, -4.04801, 0.67091], [-3.04899, -5.12363, -5.19177], [-1.91469, -5.88341, -5.14738], [-1.76961, -6.34291, -3.86341], [-2.86205, -5.83821, -3.10830], [-3.63354, -5.09117, -3.95705], [-3.39784, -4.65419, -6.00573], [-1.31056, -6.03308, -6.02486], [-0.96783, -6.96601, -3.50475], [-3.05417, -5.99830, -2.06035], [-4.53678, -4.53310, -3.78263], [5.54980, 6.30323, 1.89667], [5.60388, 7.56379, 1.38358], [6.07865, 8.40087, 2.36273], [6.32002, 7.60186, 3.51433], [5.98183, 6.31183, 3.18808], [5.24328, 5.48194, 1.39648], [5.30441, 7.76013, 0.36867], [6.23647, 9.46214, 2.26305], [6.69888, 7.93271, 4.46726], [6.01557, 5.40258, 3.76315]]
}


[2]
{
  "formula": "C2H2BrF3O",
  "method": "ωB97M-V/def2-TZVPD",
  "fmax_ev_per_a": 5.2,
  "de_lowest_kcal_mol": 66.6,
  "total_charge": 0,
  "orbital_gap_ha": 0.3545,
  "symbols": ["C", "C", "O", "F", "F", "F", "Br", "H", "H"],
  "coordinates": [[-0.20728, -1.02789, 0.13069], [1.29516, -1.17844, 0.60155], [-0.43101, -0.99957, -1.20833], [1.33471, -1.30642, 1.86567], [1.80656, -2.24158, -0.06757], [1.94329, -0.05248, 0.15520], [-1.33149, -2.11462, 1.13854], [-0.48458, 0.68383, 0.61298], [0.15739, -0.61552, -1.82982]]
}


[3]
{
  "formula": "C4H11NS",
  "method": "ωB97M-V/def2-TZVPD",
  "fmax_ev_per_a": 3.0,
  "smiles": "C[C@@H](N)CCS",
  "de_lowest_kcal_mol": 22.7,
  "total_charge": 0,
  "orbital_gap_ha": 0.3712,
  "symbols": ["C", "C", "N", "C", "C", "S", "H", "H", "H", "H", "H", "H", "H", "H", "H", "H", "H"],
  "coordinates": [[2.04273, -0.20730, 0.30864], [0.77094, 0.48736, -0.05040], [0.48496, 0.49329, -1.47110], [-0.37751, -0.17225, 0.72728], [-1.79444, 0.29205, 0.39798], [-3.10906, -0.96081, 0.72119], [1.99380, -1.01672, -0.34356], [2.01382, -0.60308, 1.35897], [2.97004, 0.22060, 0.06573], [0.86877, 1.59220, 0.10621], [1.32965, 0.96564, -1.92634], [0.63546, -0.43817, -1.87657], [-0.48773, -1.20114, 0.37663], [-0.09783, -0.33390, 1.81453], [-1.88198, 1.24290, 0.88321], [-1.65544, 0.51887, -0.63091], [-3.70619, -0.87954, -0.46150]]
}


[4]
{
  "formula": "C15H27MnN5O6",
  "method": "ωB97M-V/def2-TZVPD",
  "fmax_ev_per_a": 4.2,
  "multiplicity": 5,
  "total_charge": 1,
  "orbital_gap_ha": [0.2129, 0.1992],
  "symbols": ["O", "H", "Mn", "N", "N", "N", "N", "O", "O", "O", "O", "C", "C", "C", "C", "C", "H", "H", "H", "C", "H", "H", "H", "C", "C", "H", "H", "H", "H", "H", "H", "H", "H", "C", "H", "H", "H", "O", "H", "H", "N", "C", "C", "C", "C", "C", "C", "H", "H", "H", "H", "H", "H", "H"],
  "coordinates": [[-0.12826, -1.32245, -4.16665], [-0.64899, -1.56515, -4.94621], [-0.39104, -0.04149, -0.93962], [1.20969, -1.00417, -1.37085], [-0.93196, -1.78120, -0.32388], [0.48135, 1.61645, -0.90582], [-1.50967, 0.83185, 0.36487], [2.38647, -0.52333, -1.54555], [1.68006, 1.89434, -1.43199], [-2.37485, 0.23289, 1.18561], [-1.87129, -2.08507, 0.53145], [-0.22882, -2.78695, -0.91543], [0.97819, -2.34868, -1.51180], [-0.10591, 2.59228, -0.15962], [-1.21680, 2.13460, 0.60873], [1.92717, -3.16243, -2.30105], [1.93156, -2.80595, -3.33834], [1.62329, -4.21402, -2.29096], [2.93947, -3.08496, -1.88798], [-0.76014, -4.16953, -0.90337], [-1.72945, -4.22527, -1.41417], [-0.88881, -4.52885, 0.12292], [-0.06419, -4.83760, -1.41532], [0.45158, 3.95679, -0.03943], [-1.91647, 2.92646, 1.65107], [1.14353, 4.17482, -0.85102], [0.97408, 4.08376, 0.92058], [-0.37569, 4.67838, -0.06251], [-2.52866, 2.31116, 2.31326], [-2.56919, 3.67347, 1.17995], [-1.20621, 3.48244, 2.27566], [2.06009, 0.95182, -1.68402], [-2.23606, -0.83003, 0.93611], [-1.40935, -0.05798, -2.49918], [-0.82115, -0.80801, -3.47733], [-1.45879, 0.95559, -2.92263], [-2.39529, -0.51008, -2.32740], [1.64633, 0.55428, -4.04571], [0.98179, -0.13133, -4.36893], [1.28866, 1.39611, -4.38318], [1.25498, -0.35530, 1.29567], [0.79784, 0.02379, 2.53639], [1.23667, 1.23635, 3.10660], [0.66691, 1.66388, 4.30673], [-0.32968, 0.91135, 4.93148], [-0.77320, -0.27936, 4.34426], [-0.21879, -0.72282, 3.14785], [2.08611, 0.08977, 0.91324], [1.22832, -1.34800, 1.06118], [2.00218, 1.82252, 2.59684], [1.00843, 2.59646, 4.75519], [-0.76002, 1.24098, 5.87674], [-1.56218, -0.86815, 4.80642], [-0.57385, -1.63439, 2.66117]]
}